No. 1
# C35H79Br2O14

A cluster of 7 separate species, C35H79Br2O14 in total at a distorted geometry (ωB97M-V/def2-TZVPD, OMol25).

**Net charge**: -1
**Total energy**: -206317.6723 eV
**E_HOMO**: -2.2 eV
**Gap between HOMO and LUMO**: 4.07 eV
**Spin multiplicity**: 1
**Energy relative to the best compared isomer or geometry (same formula, charge and spin)**: 11.4 kcal per mole

Geometry (Å):
C 4.315 2.223 4.646
C 5.242 3.269 4.106
O 6.326 2.963 3.800
O 4.836 4.540 3.998
C 3.984 4.766 2.832
C 2.503 4.734 3.206
C 2.026 6.061 3.750
C 0.500 6.276 3.796
C -0.411 5.033 3.791
C -0.203 4.049 4.956
C -0.699 2.677 4.641
Br 0.488 1.663 3.392
C -2.165 2.505 4.153
C -2.403 2.706 2.644
Br -3.447 3.613 5.138
H 3.526 2.626 5.267
H 3.862 1.694 3.817
H 4.884 1.520 5.237
H 4.266 5.742 2.458
H 4.182 3.985 2.101
H 1.893 4.334 2.406
H 2.424 4.032 4.022
H 2.476 6.245 4.719
H 2.424 6.835 3.084
H 0.271 6.846 4.698
H 0.172 6.895 2.960
H -1.444 5.413 3.848
H -0.329 4.542 2.822
H -0.791 4.414 5.793
H -0.630 2.138 5.577
H -2.452 1.484 4.371
H -3.082 3.530 2.470
H -2.886 1.826 2.229
H -1.503 2.921 2.087
C 8.117 -0.449 -0.699
O 7.995 -0.530 0.707
C 7.588 0.699 1.305
C 6.103 0.733 1.586
O 5.334 0.682 0.387
C 4.849 -0.613 0.088
H 8.113 -1.465 -1.096
H 7.288 0.101 -1.151
H 9.064 0.032 -0.972
H 7.881 1.546 0.677
H 8.123 0.785 2.254
H 5.866 1.675 2.078
H 5.815 -0.079 2.262
H 3.963 -0.829 0.697
H 5.603 -1.386 0.256
H 4.565 -0.630 -0.965
C -2.493 -0.707 0.723
O -2.741 0.250 -0.297
C -2.201 -0.117 -1.553
C -3.244 -0.736 -2.461
O -3.737 -1.968 -1.950
C -4.974 -1.824 -1.271
H -3.187 -0.514 1.540
H -2.649 -1.730 0.370
H -1.471 -0.600 1.098
H -1.349 -0.793 -1.425
H -1.833 0.801 -2.023
H -2.778 -0.955 -3.428
H -4.067 -0.036 -2.638
H -5.797 -1.764 -1.993
H -4.986 -0.939 -0.631
H -5.117 -2.706 -0.648
C 5.369 -0.277 -4.414
O 4.334 -0.806 -3.603
C 3.240 0.093 -3.453
C 2.106 -0.241 -4.402
O 2.481 -0.078 -5.762
C 2.842 -1.296 -6.390
H 5.995 -1.107 -4.741
H 4.976 0.230 -5.298
H 5.982 0.422 -3.836
H 3.570 1.127 -3.585
H 2.876 -0.013 -2.426
H 1.281 0.452 -4.212
H 1.740 -1.258 -4.224
H 1.944 -1.855 -6.676
H 3.466 -1.919 -5.745
H 3.405 -1.053 -7.290
C 4.528 -3.708 -2.686
O 3.966 -4.953 -3.083
C 4.610 -6.072 -2.499
C 3.862 -6.590 -1.286
O 3.840 -5.644 -0.230
C 2.634 -4.898 -0.168
H 3.810 -2.927 -2.906
H 4.749 -3.683 -1.616
H 5.445 -3.512 -3.252
H 5.645 -5.829 -2.239
H 4.630 -6.862 -3.258
H 4.382 -7.477 -0.909
H 2.844 -6.888 -1.559
H 1.848 -5.490 0.313
H 2.298 -4.582 -1.158
H 2.823 -4.010 0.435
C -7.314 -1.822 6.336
O -7.908 -0.602 5.933
C -7.028 0.512 6.048
C -6.378 0.871 4.729
O -5.526 -0.167 4.257
C -6.136 -0.990 3.281
H -7.913 -2.637 5.928
H -6.293 -1.923 5.961
H -7.309 -1.900 7.428
H -6.269 0.322 6.812
H -7.632 1.361 6.380
H -5.752 1.754 4.880
H -7.134 1.119 3.977
H -6.117 -0.495 2.304
H -7.167 -1.239 3.542
H -5.559 -1.914 3.217
C -6.402 -1.201 -8.090
O -6.327 -0.204 -7.087
C -7.356 -0.308 -6.115
C -6.889 -1.019 -4.861
O -6.545 -2.373 -5.112
C -5.147 -2.572 -5.272
H -5.434 -1.247 -8.589
H -6.624 -2.185 -7.672
H -7.168 -0.938 -8.829
H -8.234 -0.807 -6.537
H -7.647 0.713 -5.848
H -7.712 -1.027 -4.139
H -6.048 -0.486 -4.405
H -4.660 -2.601 -4.291
H -4.689 -1.792 -5.884
H -5.000 -3.532 -5.766


No. 2
# C35H79N5O5

A cluster of 5 separate species, C35H79N5O5 in total at a distorted geometry (ωB97M-V/def2-TZVPD, OMol25).

**Net charge**: 0
**Total energy**: -55257.1813 eV
**E_HOMO**: -8.1 eV
**Gap between HOMO and LUMO**: 8.61 eV
**Spin multiplicity**: 1
**SMILES**: CC1(C)CCCC(C)(C)N1O.CC1(C)CCCC(C)(C)N1O.CC1(C)CCCC(C)(C)N1O.COC[C@H](C)N.COC[C@H](C)N
**Energy relative to the best compared isomer or geometry (same formula, charge and spin)**: 55.3 kcal per mole

Geometry (Å):
C -1.950 -4.808 -0.674
C -2.813 -4.620 -1.940
C -4.115 -5.487 -1.761
C -3.208 -3.150 -1.960
C -3.889 -2.673 -3.259
C -2.936 -3.099 -4.376
C -2.499 -4.575 -4.526
C -3.658 -5.470 -5.016
C -1.318 -4.488 -5.479
N -2.101 -5.007 -3.172
O -1.526 -6.306 -3.145
H -1.095 -5.477 -0.798
H -1.350 -3.900 -0.535
H -2.485 -4.992 0.254
H -4.632 -5.396 -2.714
H -3.828 -6.532 -1.659
H -4.748 -5.108 -0.963
H -4.047 -3.068 -1.260
H -2.401 -2.520 -1.590
H -4.877 -3.092 -3.474
H -4.136 -1.612 -3.204
H -2.033 -2.520 -4.167
H -3.388 -2.849 -5.339
H -3.682 -6.480 -4.607
H -3.687 -5.625 -6.097
H -4.613 -5.021 -4.736
H -1.538 -3.971 -6.416
H -0.978 -5.450 -5.875
H -0.464 -3.990 -5.021
H -0.583 -6.118 -3.188
C -3.077 4.458 7.586
C -4.526 4.638 7.033
C -5.497 5.053 8.128
C -4.418 5.792 5.979
C -3.937 5.455 4.580
C -4.703 4.242 4.139
C -4.629 3.008 4.990
C -5.757 2.040 4.524
C -3.313 2.227 4.798
N -4.978 3.378 6.377
O -4.848 2.309 7.313
H -2.371 4.193 6.805
H -2.798 5.425 8.012
H -3.127 3.806 8.457
H -5.664 4.229 8.829
H -5.042 5.755 8.834
H -6.444 5.474 7.799
H -5.370 6.325 5.963
H -3.624 6.473 6.299
H -4.073 6.344 3.961
H -2.855 5.301 4.517
H -4.405 4.051 3.104
H -5.769 4.491 4.098
H -6.726 2.522 4.364
H -5.971 1.216 5.203
H -5.545 1.648 3.525
H -3.420 1.148 4.683
H -2.534 2.548 5.492
H -2.744 2.397 3.873
H -5.781 2.126 7.464
C 1.792 2.895 -2.857
C 3.314 3.031 -2.688
C 3.675 4.377 -2.028
C 3.876 1.888 -1.865
C 3.789 0.564 -2.530
C 4.608 0.493 -3.817
C 4.230 1.704 -4.753
C 5.499 1.984 -5.597
C 2.986 1.246 -5.547
N 4.029 2.970 -3.964
O 3.763 4.038 -4.851
H 1.455 1.911 -3.173
H 1.377 3.147 -1.873
H 1.276 3.644 -3.461
H 3.190 5.174 -2.596
H 3.282 4.542 -1.026
H 4.759 4.418 -2.134
H 4.933 2.112 -1.682
H 3.381 1.891 -0.890
H 4.126 -0.234 -1.863
H 2.764 0.283 -2.786
H 4.377 -0.443 -4.326
H 5.666 0.481 -3.541
H 5.858 1.037 -5.996
H 6.254 2.343 -4.894
H 5.319 2.832 -6.254
H 3.302 0.580 -6.351
H 2.602 2.163 -6.001
H 2.195 0.759 -4.983
H 4.628 4.462 -4.834
C 1.318 -1.648 -0.963
O 0.847 -0.595 -0.111
C 1.296 -0.799 1.226
C 0.150 -1.421 2.051
C -1.202 -0.685 2.056
N 0.568 -1.519 3.482
H 1.191 -1.292 -1.986
H 0.706 -2.549 -0.867
H 2.374 -1.835 -0.768
H 2.217 -1.382 1.259
H 1.417 0.227 1.583
H -0.173 -2.386 1.638
H -1.373 -0.361 1.023
H -1.238 0.223 2.660
H -2.054 -1.295 2.353
H 0.134 -2.241 4.040
H 1.523 -1.811 3.268
C 4.735 -0.493 2.524
O 5.387 -1.562 1.872
C 5.994 -1.151 0.659
C 6.397 -2.393 -0.117
C 6.788 -2.150 -1.584
N 5.267 -3.319 -0.196
H 4.061 -0.906 3.278
H 4.022 -0.056 1.816
H 5.360 0.256 3.010
H 5.304 -0.481 0.127
H 6.832 -0.455 0.791
H 7.215 -2.878 0.427
H 7.762 -1.649 -1.587
H 6.068 -1.673 -2.244
H 6.970 -3.134 -2.020
H 4.722 -3.280 0.660
H 5.631 -4.264 -0.233